The following is a quantum chemistry calculation of an isolated molecule of C5H12O2, from the OMol25 dataset.

SMILES ... CO[C@@H](C)CCO
Maximum force ... 1.1 eV/A
Relative energy (zero: lowest compared OMol25 entry of this formula, charge and spin) ... 43.2 kcal/mol
HOMO level ... -9.57 eV
DFT total energy ... -9473.2604 eV

Bonds (Å) are listed after each position.
Positions of all 19 atoms, in Å:
1 C -1.55182 -0.51919 1.59119  O2 1.440, H8 1.097, H9 1.108, H10 1.095
2 O -0.26606 -0.12888 1.07254  C1 1.440, C3 1.545
3 C -0.10902 0.52661 -0.31776  O2 1.545, C4 1.492, C5 1.541, H11 1.106
4 C -0.45728 1.95321 -0.05443  C3 1.492, H12 1.090, H13 1.093, H14 1.092
5 C 1.33663 0.22030 -0.75480  C3 1.541, C6 1.539, H15 1.094, H16 1.107
6 C 1.32703 -1.24653 -1.21985  C5 1.539, O7 1.409, H17 1.104, H18 1.100
7 O 0.34216 -1.93162 -0.48054  C6 1.409, H19 0.998
8 H -2.12448 0.34209 1.95821  C1 1.097
9 H -1.43721 -1.19911 2.45823  C1 1.108
10 H -2.13259 -1.06621 0.84134  C1 1.095
11 H -0.76464 0.08355 -1.09040  C3 1.106
12 H 0.18977 2.29319 0.75461  C4 1.090
13 H -1.49863 1.95974 0.27666  C4 1.093
14 H -0.35401 2.60192 -0.92698  C4 1.092
15 H 1.97584 0.34412 0.12381  C5 1.094
16 H 1.72806 0.92010 -1.51747  C5 1.107
17 H 1.08580 -1.31152 -2.29543  C6 1.104
18 H 2.30736 -1.72897 -1.09565  C6 1.100
19 H 0.22210 -1.42208 0.36903  O7 0.998

Löwdin atomic charge list, values in e, 4 entries: atom 1 (C): -0.080, atom 2 (O): -0.228, atom 3 (C): -0.333, atom 4 (C): -0.053